The following is a DFT calculation (the ωB97M-V functional and the def2-TZVPD basis) of a structure of composition C12H6Cl2N3O7Ru at a distorted geometry.

E_HOMO, eV: -5.0
Kohn-Sham gap, eV: 7.3342
Energy above the lowest of the compared OMol25 structures with the same formula, charge and spin, eV: 0.000
E_LUMO, eV: 2.3
Total charge: -1

Cartesian coordinates (Å):
O (1.083, -3.356, -4.243)
O (0.511, -1.098, -0.068)
C (-3.460, -1.501, 2.000)
C (-2.436, -0.222, 0.257)
H (-2.608, -1.226, 3.958)
C (-1.509, 0.354, 1.134)
C (1.006, -0.464, -2.255)
C (1.207, -1.010, -3.576)
O (4.216, 1.995, 1.991)
H (1.606, 3.288, -0.887)
H (-4.211, -2.208, 2.326)
C (1.006, -2.515, -3.391)
N (2.598, 3.057, 0.859)
O (1.049, 0.809, -1.882)
N (1.440, 2.975, 0.067)
C (-1.619, -0.054, 2.480)
O (1.467, -0.455, -4.624)
C (-2.571, -0.956, 2.911)
Ru (0.906, 0.947, 0.043)
C (0.690, -2.766, -1.912)
C (0.720, -1.428, -1.291)
Cl (-2.370, 0.255, -1.406)
O (2.511, 0.785, 1.161)
O (0.455, -3.838, -1.412)
H (0.668, 3.490, 0.486)
H (3.119, 3.915, 0.892)
C (-3.391, -1.130, 0.672)
C (3.176, 1.898, 1.379)
H (-4.075, -1.543, -0.057)
Cl (-0.525, 0.637, 3.632)
N (-0.659, 1.364, 0.755)